1.
105
Properties=species:S:1:pos:R:3:mulliken_charge:R:1 method="wB97M-V/def2-TZVPD" e_above_lowest_ev=2.0159
C -1.9353 -6.2450 4.4777 -0.698
C -3.2895 -5.4844 4.3554 -0.570
C -3.8845 -5.7404 2.9623 -0.736
S -2.5075 -6.3200 1.8873 1.005
O -2.2243 -5.3231 0.8595 -0.554
O -2.7093 -7.6988 1.4734 -0.666
C -1.1964 -6.1680 3.1460 -0.502
H -2.0732 -7.3075 4.6780 0.325
H -1.3767 -5.7614 5.2757 0.361
H -3.0779 -4.4223 4.4621 0.307
H -3.9946 -5.8635 5.0883 0.292
H -4.3460 -4.8853 2.4708 0.369
H -4.7040 -6.4520 3.0581 0.369
H -0.7899 -5.1708 2.9508 0.244
H -0.3149 -6.8005 3.0698 0.479
C 3.6743 0.6926 -2.1334 -0.247
C 4.9249 0.7814 -3.0090 -0.790
C 6.1571 1.0230 -2.1188 -0.750
S 5.5196 2.1696 -0.8582 1.189
O 5.5285 3.5025 -1.3882 -0.656
O 6.0815 1.8080 0.4305 -0.695
C 3.7974 1.5869 -0.9164 -0.080
H 3.6571 -0.3484 -1.8070 0.111
H 2.8079 0.9008 -2.7578 0.283
H 4.7618 1.5866 -3.7311 0.320
H 4.9673 -0.1054 -3.6429 0.408
H 6.9927 1.4417 -2.6729 0.435
H 6.5124 0.2037 -1.4947 0.325
H 3.1262 2.4362 -0.8019 -0.105
H 3.6395 0.9895 -0.0186 0.257
C -2.5647 5.5932 -3.9206 -0.716
C -3.5004 5.0031 -5.0312 -0.738
C -3.2710 3.4963 -5.0133 -0.724
S -3.1864 3.0099 -3.3172 1.085
O -2.2521 1.9345 -3.0509 -0.541
O -4.5248 2.8836 -2.7539 -0.682
C -2.4408 4.5703 -2.7748 -0.208
H -3.0477 6.5518 -3.7457 0.317
H -1.5887 5.6874 -4.3910 0.282
H -3.3041 5.4480 -6.0067 0.397
H -4.5725 5.1827 -4.9122 0.328
H -2.3656 3.3304 -5.6031 0.334
H -4.0190 2.8647 -5.4961 0.448
H -1.3623 4.4926 -2.6343 0.132
H -2.7655 4.9937 -1.8277 0.343
C 0.1155 -6.3861 -1.0122 0.647
C 0.2202 -7.8432 -0.5396 -0.624
C 1.0204 -8.6211 -1.5666 -0.879
S 2.2712 -7.4511 -2.2087 1.120
O 2.0586 -7.4232 -3.6375 -0.671
O 3.5612 -7.7321 -1.6137 -0.665
C 1.5551 -5.9929 -1.3973 -0.786
H -0.1563 -5.8173 -0.1319 -0.727
H -0.6530 -6.3599 -1.7846 0.269
H -0.7297 -8.3768 -0.4659 0.275
H 0.5761 -7.7600 0.4933 0.289
H 0.3418 -8.7656 -2.4065 0.379
H 1.4604 -9.5554 -1.2313 0.470
H 1.7396 -5.1110 -2.0044 0.509
H 2.0930 -5.8493 -0.4603 0.367
C -1.7887 -1.5235 0.6785 -0.634
C -1.7418 -0.4438 -0.3461 0.177
C -0.8973 -0.9842 -1.4980 -1.075
S 0.5161 -1.7054 -0.5606 0.960
O 1.3269 -0.5986 -0.1156 -0.513
O 1.1583 -2.8016 -1.2664 -0.607
C -0.4880 -2.3238 0.8627 -0.002
H -2.4777 -2.2624 0.2389 0.210
H -2.2707 -1.3593 1.6441 0.512
H -1.2373 0.4400 0.0617 -0.685
H -2.7263 -0.0717 -0.6247 0.632
H -0.6100 -0.2570 -2.2512 0.513
H -1.4537 -1.7926 -1.9783 0.461
H 0.1746 -2.1811 1.7131 0.495
H -0.5964 -3.3845 0.6446 -0.432
C 1.8200 6.6294 1.3987 -2.144
C 1.3920 5.2585 1.9919 1.676
C 0.8410 5.6561 3.3938 -1.359
C -0.2341 4.7251 3.9560 -0.678
C -1.3460 4.4474 2.9522 -1.181
C -0.7406 3.8920 1.6841 1.865
N 0.2978 4.7700 1.1544 0.288
O 0.7607 4.2875 -0.0857 -0.320
C -0.3008 2.4262 1.8732 -1.531
C -1.9061 3.8926 0.6459 -2.446
C 2.6667 4.3813 2.1100 -1.220
H 1.0346 7.3777 1.2628 0.478
H 2.1401 6.5355 0.3529 0.427
H 2.6375 7.0162 2.0061 0.466
H 1.6731 5.6200 4.0997 0.429
H 0.4924 6.6889 3.4019 0.418
H -0.5741 5.0776 4.9311 0.461
H 0.2194 3.7495 4.1621 0.270
H -2.0620 5.2526 2.7740 0.341
H -1.9776 3.6726 3.3988 0.457
H -1.1036 1.9080 2.4037 0.414
H -0.2220 1.8358 0.9572 0.034
H 0.6857 2.3411 2.3263 0.361
H -2.2674 4.8878 0.3863 0.560
H -1.7039 3.3039 -0.2535 0.489
H -2.7747 3.3415 1.0254 0.339
H 2.9303 4.1676 3.1444 0.207
H 3.5067 4.8016 1.5651 0.517
H 2.4149 3.4088 1.6790 0.030
H 0.3794 4.8738 -0.7496 0.282


2.
109
Properties=species:S:1:pos:R:3:mulliken_charge:R:1 method="wB97M-V/def2-TZVPD" charge=+1
C 3.8131 3.3624 4.4739 -1.385
C 2.5873 2.9316 3.6475 -0.493
C 2.8914 2.9322 2.1483 -1.844
C 1.8922 2.1327 1.3033 2.774
C 0.4507 2.3179 1.8385 -2.334
C -0.7165 1.9103 0.9392 -1.162
O -1.4555 3.0499 0.5011 -0.315
Si -3.1111 2.7879 0.3720 0.373
C -3.9326 4.1954 -0.5335 -1.197
C -3.8213 2.7366 2.1065 -0.999
C -3.4940 1.2119 -0.5700 -1.106
C 2.2030 0.5923 1.5397 -2.386
C 2.7390 -0.0798 0.2637 0.176
Br 4.7119 -0.1008 0.5965 0.067
C 2.3339 -1.5133 -0.0642 -0.123
Cl 3.5081 -2.5233 -0.8553 -0.108
C 1.1476 -2.1060 0.1677 0.780
C 0.8122 -3.5203 -0.1431 -1.384
Cl -0.1828 -1.2509 0.8563 -0.160
N 2.3927 0.9298 -0.8371 0.732
F 1.0647 0.5045 -1.2038 -0.402
B 3.1342 0.8801 -2.2521 0.872
N 2.2950 1.2355 -3.3788 -0.305
O 4.4171 0.4805 -2.3389 -0.610
C 2.1432 2.2821 -0.2302 0.190
S 3.8227 3.0940 -0.5397 -0.241
C 1.1683 3.1560 -1.0441 -1.634
C 1.1381 4.5777 -0.4974 0.594
O 0.6397 4.9389 0.5440 -0.402
Cl 1.8683 5.8014 -1.5938 -0.167
H 3.4912 4.0311 5.2584 0.395
H 4.2796 2.5008 4.9281 0.334
H 4.5167 3.8845 3.8375 0.351
H 2.3045 1.9276 3.9564 0.385
H 1.7336 3.5530 3.8793 0.406
H 2.8965 3.9702 1.8374 0.599
H 3.8842 2.5053 2.0584 0.686
H 0.2920 3.3520 2.1109 0.756
H 0.3426 1.7643 2.7586 0.761
H -1.3768 1.2629 1.5138 1.023
H -0.4274 1.3402 0.0656 0.028
H -5.0014 4.0022 -0.5132 0.356
H -3.6575 4.2507 -1.5811 0.311
H -3.7619 5.1536 -0.0562 0.326
H -4.9010 2.6905 2.1079 0.308
H -3.4286 1.8417 2.5877 0.339
H -3.4444 3.5667 2.6911 0.358
H -3.0590 0.3534 -0.0622 0.298
H -4.5621 1.0399 -0.6175 0.438
H -3.1084 1.2558 -1.5823 0.313
H 3.0176 0.6360 2.2423 0.593
H 1.4727 0.0399 2.1026 0.680
H 0.1150 -3.8655 0.6122 0.473
H 1.6760 -4.1623 -0.1031 0.320
H 0.2892 -3.5864 -1.0897 0.323
H 2.1647 0.4273 -3.9913 0.045
H 2.8475 1.8765 -3.9445 0.234
H 5.0474 1.1930 -2.4416 0.348
H 3.5453 3.7734 -1.6624 0.295
H 1.4862 3.2287 -2.0735 1.058
H 0.1677 2.7524 -1.0623 0.192
C 1.7217 -7.6333 0.2814 -0.693
O 1.5628 -7.3381 -1.0956 -0.382
C 2.7567 -6.8954 -1.7196 -0.159
C 3.4617 -8.0027 -2.4726 -0.723
O 3.9184 -9.0241 -1.6066 -0.381
C 3.0617 -10.1542 -1.5578 -0.710
H 0.8673 -8.2313 0.5923 0.270
H 2.6352 -8.1988 0.4725 0.341
H 1.7387 -6.7096 0.8733 0.239
H 3.4297 -6.4470 -0.9802 0.294
H 2.4725 -6.1144 -2.4340 0.302
H 4.3433 -7.5804 -2.9647 0.373
H 2.8078 -8.4143 -3.2470 0.362
H 3.2134 -10.7857 -2.4389 0.322
H 2.0103 -9.8668 -1.4964 0.309
H 3.3219 -10.7267 -0.6696 0.249
C -6.5515 2.0499 5.3198 -0.841
O -6.0161 3.3154 4.9748 -0.319
C -7.0048 4.2444 4.5564 -0.396
C -7.4075 5.1931 5.6643 -0.628
O -8.0385 4.5200 6.7392 -0.374
C -7.1733 4.2545 7.8292 -0.681
H -5.7980 1.5186 5.8994 0.263
H -7.4570 2.1422 5.9220 0.401
H -6.7754 1.4696 4.4172 0.305
H -7.8823 3.7204 4.1657 0.371
H -6.5709 4.8290 3.7386 0.329
H -8.1321 5.9074 5.2625 0.381
H -6.5393 5.7570 6.0189 0.345
H -7.0307 5.1573 8.4325 0.322
H -6.2006 3.8850 7.4974 0.279
H -7.6455 3.4932 8.4475 0.248
C 1.6146 -1.9665 -4.5298 -1.027
O 1.6175 -0.9371 -5.5012 -0.504
C 2.5838 -1.1380 -6.5320 -0.427
C 1.9715 -1.7466 -7.7732 -0.641
O 1.4749 -3.0501 -7.5305 -0.373
C 0.0727 -3.0960 -7.3181 -0.693
H 0.6796 -1.8955 -3.9727 0.290
H 1.6833 -2.9604 -4.9724 0.563
H 2.4528 -1.8225 -3.8316 0.371
H 3.4049 -1.7615 -6.1671 0.333
H 2.9933 -0.1562 -6.7862 0.366
H 2.7524 -1.8336 -8.5336 0.390
H 1.1841 -1.1000 -8.1711 0.338
H -0.4597 -3.0341 -8.2718 0.332
H -0.2686 -2.2915 -6.6628 0.282
H -0.1588 -4.0518 -6.8517 0.251


3.
104
Properties=species:S:1:pos:R:3:mulliken_charge:R:1 method="wB97M-V/def2-TZVPD" e_above_lowest_ev=0.0000 charge=+1
C 0.6059 2.0837 6.8591 -1.175
C -0.7224 1.5620 6.3096 -0.727
C -0.9922 2.0749 4.8900 -0.936
C 0.0288 1.4887 3.9007 -2.310
C -0.5207 1.3284 2.4488 2.041
B -1.1428 2.7810 2.1283 1.048
O -2.3035 2.9907 1.4686 -0.821
O -0.3673 3.8805 2.5255 -0.757
C 0.6310 0.9830 1.4330 -1.468
C 0.5125 1.7436 0.1168 -2.943
O -0.6884 1.4765 -0.5797 0.098
C -1.1629 2.5575 -1.3386 -0.346
C -0.2344 2.9155 -2.5030 -1.131
C 1.0223 -0.5405 1.2864 2.018
C 1.7238 -0.9666 2.6307 -1.815
O 0.9441 -1.7130 3.5180 0.090
C 1.7312 -2.4255 4.4424 -0.977
C 2.1711 -0.7275 0.2286 -1.790
I 3.8440 0.5666 0.7070 0.181
C 2.6102 -2.2083 0.0145 0.193
C 2.5596 -2.6059 -1.4675 -1.546
I 4.6585 -2.6259 0.5955 0.064
C -0.2414 -1.4170 0.8773 1.765
C -0.4814 -1.5192 -0.6351 -2.293
O -0.0519 -2.7324 1.3255 -0.413
C -1.0901 -3.4467 1.9963 -1.381
C -2.2404 -3.9839 1.1123 1.446
C -2.3701 -5.4949 1.3658 -1.812
C -3.5619 -3.2857 1.4622 -0.650
C -4.8621 -3.9496 0.9495 0.777
C -5.7623 -2.8554 0.3485 -1.557
C -5.6298 -4.6195 2.0916 -1.575
O -1.4940 -0.8391 1.2929 -0.336
S -1.7907 0.0453 2.5793 1.206
O -3.0922 0.5740 2.3424 -0.759
O -1.6149 -0.7018 3.7807 -0.629
H 1.4464 1.5226 6.4479 0.237
H 0.6358 2.0190 7.9451 0.395
H 0.7437 3.1302 6.5784 0.282
H -1.5378 1.9112 6.9431 0.494
H -0.7188 0.4714 6.2678 0.250
H -2.0102 1.7836 4.6252 0.509
H -0.8872 3.1608 4.9229 0.472
H 0.8876 2.1582 3.8446 0.967
H 0.3470 0.5247 4.2884 0.327
H -2.4313 3.9294 1.2774 0.339
H -0.0005 4.3456 1.7637 0.337
H 1.5006 1.4370 1.9077 1.292
H 1.3641 1.5061 -0.5260 0.555
H 0.6133 2.8252 0.2840 0.713
H -1.3156 3.4466 -0.7163 0.224
H -2.1480 2.2859 -1.7130 0.454
H 0.3667 2.0603 -2.8161 -0.019
H 0.4738 3.6888 -2.1919 0.372
H -0.7833 3.3438 -3.3400 0.500
H 2.0632 -0.0658 3.1525 0.423
H 2.6411 -1.5237 2.4137 0.659
H 2.3857 -3.1424 3.9336 0.328
H 2.3405 -1.7529 5.0576 0.318
H 1.0492 -2.9670 5.0936 0.244
H 1.9159 -0.3437 -0.7507 0.739
H 2.0832 -2.8892 0.6687 0.494
H 3.5012 -2.3440 -1.9502 0.527
H 1.7770 -2.0749 -2.0007 0.331
H 2.4502 -3.6830 -1.5757 0.381
H -0.1723 -0.6436 -1.1938 -0.023
H -1.5543 -1.6268 -0.7839 0.636
H -0.0199 -2.4238 -1.0053 0.466
H -1.4806 -2.8916 2.8456 0.258
H -0.5661 -4.3007 2.4258 0.732
H -1.9996 -3.8672 0.0526 0.153
H -1.3896 -5.9720 1.3420 0.544
H -2.8491 -5.7008 2.3235 0.278
H -2.9560 -5.9779 0.5840 0.393
H -3.5518 -2.2522 1.1233 -0.208
H -3.6174 -3.2403 2.5544 0.393
H -4.6515 -4.6736 0.1599 0.221
H -6.8088 -3.1572 0.3208 0.425
H -5.4366 -2.5947 -0.6603 0.331
H -5.6949 -1.9437 0.9454 0.346
H -5.1722 -5.5533 2.4188 0.298
H -6.6655 -4.8099 1.8110 0.462
H -5.6552 -3.9482 2.9526 0.364
C 2.6815 4.4111 -6.9092 -0.842
N 3.4196 3.1208 -6.6983 -0.077
C 4.7728 3.4480 -6.1495 -0.878
C 3.5797 2.4236 -8.0067 -0.886
C 2.7358 2.2275 -5.6885 -0.641
C 1.3650 1.7060 -6.0459 -0.601
O 0.4690 2.7907 -6.2012 -0.505
H 3.3539 5.0941 -7.4233 0.383
H 1.8042 4.2302 -7.5166 0.393
H 2.3982 4.8168 -5.9429 0.349
H 5.2948 4.0772 -6.8649 0.404
H 5.3247 2.5246 -5.9933 0.392
H 4.6491 3.9748 -5.2071 0.390
H 2.5994 2.2326 -8.4318 0.379
H 4.1141 1.4899 -7.8476 0.360
H 4.1453 3.0696 -8.6733 0.398
H 2.6880 2.8060 -4.7660 0.496
H 3.4026 1.3779 -5.5420 0.334
H 1.0564 1.0680 -5.2115 0.367
H 1.3920 1.0829 -6.9450 0.486
H -0.3835 2.4480 -6.4911 0.308


4.
114
Properties=species:S:1:pos:R:3:mulliken_charge:R:1 method="wB97M-V/def2-TZVPD" charge=-1
C 0.1431 3.2527 -1.7015 0.870
C -0.8013 3.6446 -0.9969 -1.754
P -2.3764 3.8108 -0.0063 0.983
C -4.1637 3.6232 -0.6258 -1.221
C -4.4626 2.3696 -1.5374 -0.897
C -3.4081 2.0946 -2.6477 1.161
C -3.9923 0.9331 -3.5891 -1.104
C -2.8198 0.0854 -4.1856 -0.433
C -2.4432 -1.1865 -3.3468 -1.058
C -1.4826 -0.8721 -2.1408 -0.061
C -0.1684 -0.0873 -2.5150 2.470
C 0.3835 -0.3207 -3.9643 -0.177
C 1.9649 -0.1997 -3.9639 -0.298
C 2.6200 -1.4691 -4.6580 -1.112
C -2.1996 2.0272 0.6174 0.401
C -0.9114 1.9709 1.6732 -1.205
N 0.2747 1.3552 1.0972 1.163
C 0.2604 -0.1313 1.1223 -0.537
C 0.2444 -0.8032 2.5662 -0.333
C 1.4878 1.9127 1.6902 0.150
C 2.7189 2.3546 0.8009 -1.126
O 1.5277 2.0790 2.9165 -0.477
P -2.5090 5.9592 -0.6438 -0.173
O -2.5822 6.0583 -2.3456 -0.423
Cl -0.7347 6.8646 0.0623 -0.260
H 1.0417 2.7578 -2.1929 0.605
H -2.2338 4.3404 1.3312 -0.178
H -4.8002 3.5097 0.3068 0.268
H -4.4682 4.5817 -1.1190 0.688
H -4.6732 1.4259 -0.9502 0.324
H -5.4357 2.5911 -2.0716 0.468
H -3.2379 2.9968 -3.3067 0.291
H -2.4151 1.7456 -2.2702 -0.975
H -4.5949 0.2586 -2.9102 0.345
H -4.6518 1.3584 -4.4000 0.352
H -3.1542 -0.2827 -5.2024 0.405
H -1.9730 0.7881 -4.3801 0.128
H -1.9823 -1.9398 -4.0388 0.384
H -3.3471 -1.7077 -2.9039 0.550
H -2.0936 -0.3487 -1.3414 -0.189
H -1.1741 -1.8584 -1.6752 0.243
H 0.6407 -0.4449 -1.8110 0.052
H -0.3119 1.0010 -2.2569 -1.535
H 0.0359 -1.2624 -4.4589 0.109
H 0.0279 0.5314 -4.6280 -0.038
H 2.2521 0.7799 -4.5988 0.117
H 2.3561 -0.0772 -2.9235 0.361
H 3.7526 -1.3505 -4.5340 0.437
H 2.3006 -1.4812 -5.7335 0.289
H 2.2536 -2.3762 -4.0831 -0.114
H -1.9962 1.2844 -0.2062 0.039
H -3.1885 1.6469 1.1373 -0.055
H -1.2900 1.4633 2.6379 0.158
H -0.6090 3.0132 1.9832 0.948
H -0.5956 -0.5431 0.5118 -0.037
H 1.2296 -0.4554 0.6398 0.406
H -0.7832 -0.6280 3.0514 -0.103
H 0.3664 -1.9187 2.5155 0.141
H 1.0316 -0.3896 3.2492 0.151
H 2.4143 3.1352 0.0373 0.177
H 3.4670 2.8142 1.4904 0.448
H 3.1696 1.4787 0.2748 0.300
H -2.8319 6.9799 -2.5355 0.347
Li 0.6968 3.2064 -4.2347 0.835
Cl 2.4546 2.3499 -3.7823 -0.756
F 5.0683 -0.5733 -3.1716 -0.953
O -2.8437 6.9542 3.9632 -0.548
S -1.8104 7.5969 4.7267 1.161
O -0.7256 8.2862 4.1033 -0.590
O -1.2250 6.5531 5.7927 -0.202
C -0.7046 5.2956 5.3052 -0.361
C 0.6451 5.4582 4.6334 -0.974
C -2.5698 8.6889 5.8889 -0.474
H -1.4257 4.8213 4.6350 0.344
H -0.5973 4.6467 6.1751 0.261
H 0.5626 6.0427 3.7159 0.263
H 1.0651 4.4838 4.3728 0.357
H 1.3421 5.9824 5.2898 0.347
H -3.3700 8.1409 6.3894 -0.361
H -2.9749 9.5367 5.3385 0.413
H -1.8217 9.0331 6.5999 0.335
C 2.3164 -7.5615 2.5795 -0.952
C 1.3490 -6.3909 2.5807 -0.524
N 1.2855 -5.7363 1.2698 0.240
C 1.6006 -4.4218 1.0071 -0.617
C 1.4024 -4.2275 -0.3230 -0.776
N 0.9683 -5.4235 -0.8407 0.186
C 0.8883 -6.3224 0.1393 -0.180
C 0.6433 -5.6894 -2.2441 -0.772
H 3.3175 -7.2369 2.2909 0.344
H 2.3714 -8.0124 3.5695 0.290
H 2.0007 -8.3323 1.8734 0.300
H 1.6566 -5.6545 3.3232 0.311
H 0.3408 -6.7235 2.8374 0.304
H 1.9317 -3.7839 1.8084 0.634
H 1.5183 -3.3773 -0.9750 0.843
H 0.5674 -7.3459 0.0323 0.390
H -0.3940 -6.0153 -2.3135 0.331
H 1.3024 -6.4709 -2.6192 0.367
H 0.7806 -4.7868 -2.8367 0.236
C 4.5511 -9.6567 5.3482 -0.533
O 4.1994 -9.8332 3.9800 -0.471
H 4.4435 -8.6034 5.6026 0.209
H 3.8880 -10.2503 5.9830 0.267
H 5.5879 -9.9613 5.5082 0.279
H 4.3019 -10.7686 3.7780 0.276
O 2.6298 -4.8043 -6.1254 -0.457
P 3.6455 -4.2643 -7.1360 0.904
O 3.0128 -3.1442 -7.9623 -0.481
O 4.0744 -5.3970 -8.0710 -0.565
O 4.8573 -3.7144 -6.3872 -0.391
Li -4.7613 7.1075 6.6927 0.405
Ca -2.6022 0.6888 2.3208 -0.626
Cl 3.4902 0.8668 3.2557 -0.721


Here are the calculated gap between HOMO and LUMO numbers, same order: 8.55, 6.96, 7.35, 1.18 (eV).
Here are the calculated E_LUMO numbers, same order: 0.12, -3.56, -2.82, -1.53 (eV).
Here are the calculated HOMO numbers, same order: -8.43, -10.52, -10.17, -2.71 (eV).